A structure of composition C45H34BrN2O4RhS3, computed with ωB97M-V with the def2-TZVPD basis set.

```
! RIJCOSX wB97M-V def2-TZVPD def2/J DEFGRID3
* xyz 2 5
Rh 0.2826 0.1333 -0.3003
C -5.2403 1.5680 -4.9057
C -3.8853 1.4784 -4.2655
C -2.7834 2.1216 -4.8352
C -1.5249 2.0246 -4.2685
C -1.3697 1.2639 -3.1127
C -2.4569 0.6449 -2.5033
C -3.7065 0.7577 -3.0840
S 0.2178 1.1145 -2.3815
O 1.0464 2.2201 -2.8805
C 0.9662 -0.4174 -3.3056
C 1.1192 -0.1689 -4.8224
C 2.5307 -0.1028 -5.3169
C 3.5871 -0.5891 -4.6107
C 4.8844 -0.6524 -5.2080
C 5.9483 -1.1195 -4.4941
C 5.7842 -1.5219 -3.1455
C 4.5676 -1.4303 -2.5182
C 3.4318 -0.9641 -3.2151
C 2.2257 -0.7590 -2.5456
C 2.2805 -0.5802 -1.0504
C 3.1811 0.4913 -0.5792
C 3.6454 1.5230 -1.4211
C 4.4900 2.4923 -0.9447
C 4.9175 2.4789 0.3919
C 4.4734 1.4950 1.2290
C 3.6011 0.4920 0.7665
C 3.1543 -0.5237 1.6567
C 2.3655 -1.5358 1.2309
C 1.9523 -1.5963 -0.1303
S 1.2896 -3.1444 -0.7961
O 1.9843 -3.2345 -2.1344
C 2.0341 -4.3136 0.2963
C 3.3229 -4.7619 0.0558
C 3.8586 -5.7233 0.8959
C 3.1245 -6.2430 1.9615
C 3.7050 -7.3096 2.8475
C 1.8256 -5.7782 2.1715
C 1.2664 -4.8265 1.3354
H -5.3284 2.4531 -5.5329
H -6.0313 1.5910 -4.1576
H -5.4134 0.6941 -5.5379
H -2.9242 2.7373 -5.7152
H -0.6901 2.5943 -4.6599
H -2.3291 0.1183 -1.5635
H -4.5634 0.3062 -2.5995
H 0.6007 0.7556 -5.0921
H 2.6885 0.2955 -6.3126
H 4.9970 -0.3382 -6.2378
H 6.9256 -1.1866 -4.9534
H 6.6411 -1.8924 -2.5982
H 4.4642 -1.7348 -1.4859
H 3.3123 1.5903 -2.4468
H 4.8235 3.2797 -1.6078
H 5.5831 3.2495 0.7571
H 4.7706 1.4813 2.2698
H 3.4793 -0.4922 2.6896
H 2.0909 -2.3344 1.9038
H 3.8862 -4.3745 -0.7839
H 4.8650 -6.0834 0.7196
H 4.7899 -7.3482 2.7685
H 3.3144 -8.2892 2.5649
H 3.4382 -7.1409 3.8901
H 1.2420 -6.1793 2.9910
H 0.2513 -4.4805 1.4960
S -0.3190 -1.6970 -3.0911
C -0.1478 -2.1740 -4.7303
N -0.6205 -3.3004 -5.2253
C -0.5367 -3.6087 -6.6049
C -0.0120 -2.6498 -7.4345
C 0.4653 -1.4647 -6.9270
N 0.4434 -1.2894 -5.5198
H -1.0573 -3.9569 -4.5937
H -0.9075 -4.5718 -6.9091
H 0.0032 -2.8205 -8.5011
H 0.8030 -0.6279 -7.5153
Br 2.1335 3.4855 3.1344
C 0.6906 2.6271 4.0090
C 0.4496 3.0363 5.3110
C -0.5850 2.4721 6.0428
C -1.3818 1.4894 5.4740
C -1.1280 1.0813 4.1774
C -0.0932 1.6408 3.4227
C 0.0783 1.1263 2.0414
O 0.8665 1.6582 1.2136
O -0.6000 0.0984 1.6787
H 1.0749 3.8020 5.7477
H -0.7630 2.8047 7.0570
H -2.1933 1.0468 6.0353
H -1.7324 0.3155 3.7141
*
```

Summary:
orbital gap (spin up / spin down) = 0.1790 / 0.1525 Ha
HOMO level (spin up / spin down) = -0.4529 / -0.4539 Eh
<S²> = 6.096

***

A structure of composition C45H34Cl2CsF5N8O4S in a non-equilibrium geometry, computed with ωB97M-V with the def2-TZVPD basis set.

```
! RIJCOSX wB97M-V def2-TZVPD def2/J DEFGRID3
* xyz -2 1
Cs -0.1108 1.2119 2.8474
O -0.0306 -8.3254 -0.0926
C 0.6346 -7.3781 -0.4101
O 1.2256 -7.1429 -1.5093
C 0.7160 -6.1183 0.5215
C 1.6279 -5.0824 0.3003
C 1.6335 -4.0697 1.2160
N 0.8758 -3.9196 2.2687
C -0.0795 -4.8852 2.4319
C -0.1492 -6.0223 1.6618
C -1.1370 -4.5610 3.4104
C -1.4182 -3.2020 3.6418
C -2.4886 -2.9276 4.5026
C -3.2527 -3.9779 5.0419
C -2.8988 -5.2527 4.6790
N -1.8312 -5.5475 3.9646
C 2.5141 -2.9061 1.0351
C 3.8377 -3.0069 0.5708
C 4.5847 -1.8950 0.3795
C 3.9959 -0.6576 0.6269
C 2.7022 -0.6164 1.0729
N 1.9431 -1.7219 1.2733
H 2.1217 -5.0340 -0.5980
H -0.7750 -6.8538 1.9715
H -0.8976 -2.4796 3.0880
H -2.8888 -1.8748 4.5693
H -4.1535 -3.8211 5.6449
H -3.5467 -6.1118 4.9602
H 4.2124 -3.9799 0.4189
H 5.5674 -1.8541 0.0006
H 4.4907 0.2818 0.5192
H 2.3646 0.3657 1.3437
N -1.9636 3.0673 0.9330
C -2.0166 4.3760 0.2918
C -0.8869 4.6048 -0.6609
C 0.4640 4.8520 0.0170
C 1.6674 5.0453 -0.8725
N 2.2913 3.7689 -1.1666
H -1.7631 2.3515 0.2948
H -2.8938 2.9073 1.3223
H -1.9604 5.2034 1.0227
H -2.9536 4.3922 -0.3049
H -1.0573 5.4675 -1.2673
H -0.8527 3.7292 -1.3500
H 0.7562 4.1251 0.7480
H 0.3062 5.7963 0.6474
H 2.4002 5.6342 -0.2800
H 1.3787 5.5328 -1.8093
H 2.7789 3.4859 -0.3212
H 3.0695 3.9195 -1.8135
Cl -5.3913 1.9706 2.9961
C -4.6737 1.0387 1.7138
C -5.1902 0.8608 0.4446
C -4.6695 -0.0806 -0.3958
Cl -5.5435 -0.5350 -1.8271
C -3.4889 -0.7584 -0.1203
C -2.9716 -1.8325 -0.9664
C -1.7481 -2.3667 -0.6034
C -1.0690 -1.8054 0.5399
N -1.6096 -0.9553 1.3813
C -2.8691 -0.4580 1.1090
C -3.4420 0.3902 2.1260
O -3.0523 0.5085 3.3343
H -6.1627 1.3337 0.3383
H -3.4819 -2.1229 -1.8665
H -1.4805 -3.3546 -1.0872
H -0.0639 -2.1967 0.8018
F 6.1797 4.6922 5.4644
C 5.1033 4.2413 4.7025
C 4.2030 3.3719 5.2232
F 4.1750 3.0187 6.4912
C 3.2406 2.8730 4.3393
F 2.2988 1.9392 4.8067
C 3.0679 3.3152 3.0022
O 2.1292 2.9265 2.1847
C 4.0228 4.2411 2.5664
F 3.9729 4.6608 1.2945
C 5.0556 4.6653 3.4008
F 6.0289 5.5119 2.9563
S -0.4835 -1.5053 -5.3084
C -0.6521 -0.4419 -3.8740
C 0.4580 -0.1491 -3.0613
C 0.2577 0.6963 -1.9682
N -0.9746 1.1490 -1.6429
C -2.0295 0.8401 -2.3870
C -1.9494 0.0589 -3.5131
C -0.2491 -0.4265 -6.6993
C -0.2672 -0.9824 -7.9906
C -0.0467 -0.1601 -9.0417
N 0.0328 1.1772 -8.9470
C -0.1201 1.7263 -7.7829
C -0.2744 0.9358 -6.5949
H 1.3815 -0.4797 -3.4293
H 1.1158 1.0513 -1.4105
H -2.9740 1.2041 -2.0927
H -2.8550 -0.2050 -4.0312
H -0.4233 -2.0692 -8.1080
H -0.0090 -0.5733 -10.0199
H -0.2556 2.8187 -7.6312
H -0.4061 1.3484 -5.6002
*
```

Summary:
orbital gap = 0.2266 Ha
HOMO level = -0.1067 Eh
energy above the lowest of the compared OMol25 structures with the same formula, charge and spin = 28.30 kcal/mol

***

Number 1: energy -6024.131344 Eh. Number 2: energy -4312.355632 Eh.